Record 1
C4H6ClO7 | the ωB97M-V functional and the def2-TZVPD basis

```
18
Properties=species:S:1:pos:R:3
Cl -19.3913 7.7945 19.6407
O -19.9773 6.6656 18.8628
O -18.0805 8.1733 19.2544
O -20.3262 8.9633 19.5606
O -19.3988 7.5399 21.0841
C -17.4629 5.6545 20.2999
C -18.4593 4.4960 19.9346
C -19.0998 4.4963 18.5356
O -18.6180 3.2102 18.0056
C -17.6916 2.6992 18.7449
O -16.9958 1.7166 18.4202
O -17.7144 3.3158 19.9440
H -18.0257 6.5461 20.5764
H -16.7487 6.0475 19.5763
H -16.6321 5.3931 20.9553
H -19.2379 4.6870 20.6732
H -18.7504 5.4186 18.0713
H -20.1728 4.6750 18.4663
```

Computed properties:
Net charge: -1
Multiplicity: 1
Gap between HOMO and LUMO, hartree: 0.3565
Energy above the lowest of the compared OMol25 structures with the same formula, charge and spin, eV: 1.357

Record 2
C4H6CoO3 | the ωB97M-V functional and the def2-TZVPD basis

```
14
Properties=species:S:1:pos:R:3
H 1.1044 2.2927 0.0963
O -0.3230 0.1939 -1.2551
Co 2.4745 1.2045 0.2823
O 1.5223 -0.3321 -0.1403
C 0.4290 -0.5967 -0.5987
O -0.3286 -1.6472 -0.0341
C 0.2350 -2.6069 0.5605
C -1.6030 0.6633 -0.9340
C -1.6992 1.9923 -0.7516
H -0.3586 -3.5226 0.6388
H 1.2995 -2.5378 0.8168
H -2.5994 2.3437 -0.2447
H -2.2267 -0.0971 -0.4684
H -1.4087 2.6498 -1.5721
```

Computed properties:
Net charge: +2
Multiplicity: 4
Gap between HOMO and LUMO (spin up / spin down), hartree: 0.2141 / 0.2243
Energy above the lowest of the compared OMol25 structures with the same formula, charge and spin, eV: 3.187

Record 3
C4H6CuMgO | the ωB97M-V functional and the def2-TZVPD basis

```
13
Properties=species:S:1:pos:R:3
C 0.6113 -1.8329 0.5536
C 0.9934 -2.8371 -0.2561
H 0.9106 -0.8079 0.3119
H 0.0990 -2.0366 1.5000
H 1.5384 -2.6377 -1.1842
H 0.8085 -3.8806 0.0103
Cu -1.5313 -2.2651 -1.1242
O 0.1035 3.5909 -0.5469
C -0.9223 2.9295 -0.0338
C -0.9227 1.7670 0.6094
Mg 1.9297 3.4756 -0.6386
H -1.7098 1.1426 1.0271
H -1.9084 3.3923 -0.2285
```

Computed properties:
Net charge: +2
Multiplicity: 2
Gap between HOMO and LUMO (spin up / spin down), hartree: 0.2039 / 0.1793
Energy above the lowest of the compared OMol25 structures with the same formula, charge and spin, eV: 0.000

Record 4
C4H6CuO7 | the ωB97M-V functional and the def2-TZVPD basis

```
18
Properties=species:S:1:pos:R:3
O -7.2339 -6.8297 1.3705
C -7.3057 -5.6124 1.6705
O -8.2978 -5.0513 2.1940
O -6.1933 -4.8880 1.4041
O -4.8465 -1.5263 1.2938
C -4.9399 -2.9089 1.0656
C -6.2140 -3.4856 1.6589
Cu -9.2133 -6.8580 2.0667
H -4.0683 -3.3953 1.5332
H -4.9013 -3.1220 -0.0152
H -7.0885 -3.0219 1.1883
H -6.2515 -3.2998 2.7430
C -5.4619 -0.5701 0.1947
O -6.5682 -0.9260 -0.3135
O -5.4386 0.6896 0.8640
H -6.2625 0.7400 1.3577
O -4.3586 -0.5478 -0.6805
H -3.6080 -0.9285 -0.0544
```

Computed properties:
Net charge: -1
Multiplicity: 1
Gap between HOMO and LUMO, hartree: 0.1876
Energy above the lowest of the compared OMol25 structures with the same formula, charge and spin, eV: 0.251

Record 5
C4H6DyO3 | the ωB97M-V functional and the def2-TZVPD basis

```
14
Properties=species:S:1:pos:R:3
H -3.9906 -0.4089 -0.9474
O -1.6933 -0.9945 0.0819
C -0.2733 -0.8953 0.0434
O 0.2491 0.1893 0.0817
Dy 1.8606 2.0501 0.0930
O 0.1796 -2.0602 -0.0244
C 1.6210 -2.2951 -0.0216
H 2.0570 -1.7756 -0.8806
H 2.0232 -1.9274 0.9273
H 1.7215 -3.3769 -0.1106
C -2.4215 -0.0031 -0.1329
C -3.8207 0.1537 0.0698
H -4.1632 -0.2650 1.0260
H -4.1051 1.1989 -0.1312
```

Computed properties:
Net charge: +4
Multiplicity: 7
Gap between HOMO and LUMO (spin up / spin down), hartree: 0.1360 / 0.2131

Record 6
C4H6ErO3 | the ωB97M-V functional and the def2-TZVPD basis

```
14
Properties=species:S:1:pos:R:3
H -2.7083 0.3285 -1.1665
O -0.9754 -0.3005 0.1744
C 0.4147 -0.1716 0.0717
O 0.9385 0.9129 0.1805
Er 2.4418 2.7609 0.0964
O 0.8912 -1.3122 -0.1515
C 2.3296 -1.5356 -0.1006
H 2.7927 -0.9922 -0.9306
H 2.7005 -1.1912 0.8702
H 2.4447 -2.6140 -0.2133
C -1.7498 0.5883 -0.3115
C -2.9902 0.9294 0.2605
H -3.0987 0.7377 1.3323
H -3.4311 1.8594 -0.1120
```

Computed properties:
Net charge: +4
Multiplicity: 5
Gap between HOMO and LUMO (spin up / spin down), hartree: 0.2048 / 0.1709

E / a.u.: -1142.658571 -1763.542953 -2070.994761 -2323.209661 -1264.674385 -1394.601665